ORCA calculation (ωB97M-V with the def2-TZVPD basis set) on 2 unconnected molecules or ions with the total composition C3H7NO2.

Element x y z (Å)
C: -1.421 -1.007 -1.179
N: -0.344 -0.211 -0.645
C: 0.287 -0.561 0.501
O: -0.168 -1.197 1.431
H: -1.097 -1.489 -2.108
H: -1.640 -1.777 -0.436
H: -2.318 -0.413 -1.363
H: 0.141 0.457 -1.229
H: 1.315 -0.176 0.462
C: 1.316 1.604 1.147
O: 1.924 1.832 0.126
H: 1.749 1.053 2.008
H: 0.255 1.885 1.285

Forces on the atoms, in the same order (eV/Å):
-0.2582 -0.0847 -0.0641
0.0962 -0.0734 0.0529
0.1229 -0.3764 -0.1857
0.0459 -0.0436 -0.3944
-0.1763 0.0650 0.1051
-0.1030 0.1125 -0.1573
0.0194 -0.0906 -0.0040
0.0040 -0.2945 -0.0366
-0.2142 -0.8154 0.3376
0.3992 0.6409 -0.1397
-0.2015 0.4887 0.6634
0.1462 0.3040 -0.1267
0.1193 0.1675 -0.0504

* gap between HOMO and LUMO: 10.28 eV
* E_tot: -8808.1646 eV
* HOMO level: -9.916 eV
* structure (SMILES): CNC=O.C=O
* LUMO: 0.0135 hartree

=====

ORCA calculation (ωB97M-V with the def2-TZVPD basis set) on 5 unconnected molecules or ions with the total composition C18H50BrN4O4 in a non-equilibrium geometry.

Element x y z (Å)
Br: 13.843 20.837 -9.674
C: 13.868 18.075 -4.823
C: 14.050 18.217 -6.376
O: 13.204 17.849 -7.177
N: 15.148 19.278 -6.747
H: 14.877 19.845 -7.538
H: 15.465 20.038 -6.162
C: 16.503 18.567 -7.089
H: 13.332 17.158 -4.579
H: 13.506 19.049 -4.491
H: 14.792 17.884 -4.278
H: 17.023 18.274 -6.177
H: 17.119 19.401 -7.424
H: 16.445 17.799 -7.859
C: 18.719 23.613 -11.781
N: 19.531 22.303 -11.864
C: 19.713 21.929 -13.351
C: 20.905 22.518 -11.144
C: 18.669 21.106 -11.302
C: 17.176 20.936 -11.775
O: 16.430 21.982 -11.103
H: 18.582 23.776 -10.712
H: 17.802 23.478 -12.354
H: 19.219 24.494 -12.182
H: 20.294 21.009 -13.412
H: 20.113 22.761 -13.931
H: 18.716 21.788 -13.767
H: 21.287 23.428 -11.608
H: 21.669 21.758 -11.305
H: 20.638 22.686 -10.101
H: 18.740 21.171 -10.217
H: 19.250 20.228 -11.584
H: 16.929 19.973 -11.328
H: 16.990 20.991 -12.848
H: 15.673 21.455 -10.837
C: 14.758 16.140 -15.662
N: 14.852 17.231 -14.530
C: 15.582 16.664 -13.290
C: 15.668 18.317 -15.278
C: 13.397 17.739 -14.156
C: 13.320 18.902 -13.104
O: 13.715 18.419 -11.872
H: 15.722 15.632 -15.688
H: 14.469 16.606 -16.604
H: 13.992 15.471 -15.269
H: 16.456 16.084 -13.585
H: 14.953 16.052 -12.644
H: 15.819 17.579 -12.748
H: 16.630 17.892 -15.565
H: 15.861 19.113 -14.558
H: 15.029 18.719 -16.064
H: 12.789 16.875 -13.888
H: 12.964 18.262 -15.008
H: 12.279 19.226 -13.144
H: 14.014 19.690 -13.395
H: 13.601 19.063 -11.170
C: 10.007 21.334 -7.435
N: 9.519 20.858 -8.736
C: 8.040 20.532 -8.619
C: 9.613 22.064 -9.736
C: 10.393 19.606 -9.226
C: 9.753 18.890 -10.497
O: 8.679 18.024 -9.983
H: 11.050 21.593 -7.613
H: 10.068 20.503 -6.732
H: 9.457 22.199 -7.064
H: 8.109 19.717 -7.899
H: 7.620 20.207 -9.571
H: 7.447 21.377 -8.269
H: 9.234 21.757 -10.711
H: 10.695 22.178 -9.803
H: 9.096 22.963 -9.400
H: 10.479 18.948 -8.362
H: 11.394 19.967 -9.463
H: 10.422 18.216 -11.033
H: 9.363 19.511 -11.303
H: 8.109 17.791 -10.720

Forces on the atoms, in the same order (eV/Å):
-0.2490 0.2920 0.4112
1.6898 -0.8137 -1.3724
-4.0574 -0.0749 1.5063
3.7714 1.5106 1.3299
1.5174 -1.6157 -1.4741
-0.5592 -0.4570 -1.0222
-0.5379 -0.2076 1.7840
0.2450 1.4139 0.1198
-0.8524 0.5672 -0.2784
-0.5246 -0.2345 0.1485
0.4894 0.4097 -0.2821
-0.6288 -0.5120 0.0850
0.0547 -0.1293 -0.4321
-0.4507 0.0669 0.3456
0.4437 -0.6856 0.3542
-0.5496 -0.4645 -1.4380
-0.3415 0.5998 0.5923
-1.3737 0.4571 -0.6605
0.9580 0.5399 -0.6372
1.9543 1.6627 1.5278
0.0131 -1.2479 -0.4776
-0.4928 0.0788 -0.1892
0.0026 -0.0480 0.4287
0.5653 -0.4520 -0.1443
0.0986 0.2851 -0.0900
0.5029 -0.0911 0.3661
0.0749 -0.2111 0.1297
-0.0115 0.0712 0.2600
-0.6250 -0.4440 0.0048
0.3878 -0.0605 -0.0505
-0.3979 0.1801 -0.0263
-0.0468 -0.0568 -0.0838
-0.2464 -0.2340 -0.4038
0.2319 -0.2483 0.0376
-0.5259 0.6149 0.1670
-0.7554 0.1939 2.0009
-0.4057 -0.3582 -1.4521
-0.3582 1.1909 -0.7039
-0.6392 -0.0376 2.0838
1.1433 1.2118 0.1172
0.7035 -1.3295 -1.3228
0.1466 -0.8843 1.3650
-0.1268 0.1619 -0.2228
0.0576 -0.1065 0.2125
0.0736 -0.2964 -0.5395
-0.0543 0.2840 -0.1860
-0.3359 0.0687 -0.4913
0.3926 -0.3887 0.2294
-0.3371 -0.0434 -0.3615
0.0599 0.1004 -0.0462
0.3874 -0.2952 -0.1722
0.2369 0.0313 0.0848
0.2285 -0.6759 -0.6128
-0.0310 0.2439 0.0532
-0.3256 0.3859 -0.4087
-0.0813 0.0772 -0.2376
1.3973 -0.3910 0.1138
-1.0062 1.0475 -2.1143
0.6693 -1.0760 0.3426
1.1661 -1.7094 0.2102
-1.9041 0.7358 -1.2692
-1.1749 -1.3104 1.4664
1.2822 1.2567 -0.1674
0.0583 0.4614 0.1603
-0.6177 0.1039 0.1283
-0.0882 -0.2806 -0.0769
-1.0917 -0.0614 -0.0744
0.3288 -0.1011 0.1809
0.4963 0.1066 0.2316
-0.1139 -0.0618 0.2194
-0.1081 0.7033 -0.2358
0.0590 -0.3448 0.3739
-0.3434 -0.1837 -0.2092
-0.1461 0.3740 -0.0059
0.8401 0.1692 0.4966
-0.0060 0.7674 0.4403
-0.2065 -0.2008 -0.1360

* gap between HOMO and LUMO (alpha / beta): 9.51 / 4.37 eV
* E_tot: -103627.3229 eV
* HOMO level (alpha / beta): -19.700 / -19.696 eV
* spin multiplicity: 2
* net charge: +4
* LUMO (alpha / beta): -0.3745 / -0.5633 hartree